1:
C3H12O2S | ωB97M-V/def2-TZVPD

Last column: natural (NBO) charge in e.
CARTESIAN COORDINATES (ANGSTROEM)
C (2.0917, 0.2509, 0.0181)  -0.630
C (0.9528, 0.1852, -1.0217)  -0.557
S (-0.3655, 1.3899, -0.9558)  0.186
C (-1.8122, 0.5640, -0.2154)  -0.742
H (1.7129, 0.6525, 0.9625)  0.209
H (2.6553, 1.1380, -0.3314)  0.201
H (2.7108, -0.6278, 0.2085)  0.215
H (0.5787, -0.8422, -0.9766)  0.214
H (1.3879, 0.2046, -2.0362)  0.217
H (-2.6454, 1.2733, -0.4318)  0.224
H (-2.0426, -0.2115, -0.9234)  0.230
H (-1.8157, 0.1137, 0.7599)  0.224
O (-2.0003, -2.3400, -0.2139)  -0.964
H (-2.9365, -2.5729, -0.1159)  0.484
H (-1.4932, -2.8949, -0.8134)  0.484
O (1.6317, -0.6025, 2.7567)  -0.941
H (1.2353, -0.1093, 3.4812)  0.473
H (2.3318, -0.0737, 2.3656)  0.472

Calculated values
SMILES	CCSC.O.O
2S+1	1
net charge	0

---

2:
C3H12O2S | ωB97M-V/def2-TZVPD

Last column: natural (NBO) charge in e.
CARTESIAN COORDINATES (ANGSTROEM)
C (-1.7914, -0.5222, 0.5127)  -0.626
C (-0.6929, 0.1282, 1.3538)  -0.498
S (0.3059, 1.3174, 0.3102)  0.144
C (-1.0531, 2.1474, -0.4809)  -0.768
H (-2.1254, -1.4693, 0.9439)  0.221
H (-2.6573, 0.1181, 0.3597)  0.205
H (-1.3570, -0.7575, -0.4556)  0.216
H (-0.9621, 0.6301, 2.2795)  0.215
H (0.0485, -0.6641, 1.4519)  0.224
H (-1.7220, 2.2043, 0.3833)  0.212
H (-1.6051, 1.6272, -1.2570)  0.220
H (-0.8605, 3.1932, -0.6838)  0.236
O (1.8178, -0.4950, -2.4672)  -0.942
H (1.2923, -1.0628, -1.9307)  0.465
H (2.0011, 0.2542, -1.8617)  0.473
O (0.8612, -3.2183, 0.6820)  -0.946
H (0.8217, -3.9853, 1.2734)  0.476
H (1.6127, -2.6915, 0.9457)  0.472

Calculated values
SMILES	CCSC.O.O
2S+1	1
net charge	0

---

3:
C3H12O2S | ωB97M-V/def2-TZVPD

Last column: natural (NBO) charge in e.
CARTESIAN COORDINATES (ANGSTROEM)
C (-1.1418, -0.4221, -1.7227)  -0.629
C (-1.9321, -0.3447, -0.4229)  -0.517
S (-0.9404, 0.1178, 1.0261)  0.172
C (-0.3539, 1.7386, 0.4933)  -0.750
H (-1.7280, -0.8421, -2.5327)  0.214
H (-0.2589, -1.0423, -1.5513)  0.230
H (-0.7819, 0.5626, -2.0356)  0.208
H (-2.3675, -1.3065, -0.1732)  0.222
H (-2.7500, 0.3721, -0.4908)  0.208
H (0.2488, 2.1405, 1.3066)  0.232
H (0.1956, 1.7022, -0.4368)  0.238
H (-1.2032, 2.4349, 0.4413)  0.211
O (1.5492, -1.8120, 0.2890)  -0.990
H (0.8740, -1.2651, 0.7418)  0.481
H (1.6328, -2.6297, 0.7852)  0.472
O (2.8030, 0.8195, -0.6984)  -0.960
H (3.4018, 1.3260, -0.1372)  0.465
H (2.8319, -0.0912, -0.3708)  0.494

Calculated values
SMILES	CCSC.O.O
2S+1	1
net charge	0

---

Which of them is the least stable? Correct choice: 1.